75
Properties=species:S:1:pos:R:3:forces:R:3:mulliken_charge:R:1 method="wB97M-V/def2-TZVPD" e_lumo_ev=-0.86 gap_ev=8.99 charge=0 homo_ev=-9.85
H 5.9614 -0.1194 -4.2827 -0.1 -0.1 0.0 0.330
C 5.6646 -0.5417 -3.3276 0.1 0.2 -0.1 0.055
C -4.3337 1.5136 3.6567 0.2 -0.1 -0.2 0.362
H -0.8895 -0.9034 -4.3021 0.3 0.0 -0.1 0.278
H 0.5412 0.9317 -1.8141 -0.4 -0.3 0.5 0.576
Cl -9.2422 1.8641 4.7139 -0.1 0.0 0.1 -0.131
C -5.0027 -0.0960 -4.2369 -0.1 0.2 0.2 0.023
H 12.3138 -3.4608 -1.5620 0.0 -0.1 0.0 0.237
H 6.5168 -0.5799 -2.6590 -0.1 0.0 0.0 -0.076
H -9.6990 4.1455 4.3552 0.1 -0.1 0.0 0.020
Cl 11.0614 -5.3235 -0.8432 0.1 -0.1 0.0 -0.112
Cl -5.5175 2.6341 4.3450 0.1 0.1 0.0 -0.038
H 7.9104 -3.2786 -2.3770 0.4 0.6 0.6 -0.198
O -2.8582 0.9570 -1.0745 0.4 -0.9 -0.7 -0.437
N -0.5119 -3.2298 -2.7142 0.5 0.9 -0.4 -0.506
Cl 5.0689 -2.1868 -3.5908 0.1 0.0 0.0 -0.161
N -1.2064 -2.5369 0.4896 -1.9 -2.0 2.5 -0.505
C -7.7342 5.1504 1.9663 0.2 0.0 -0.1 -0.167
Cl 13.9486 -5.1226 -1.2403 0.0 0.1 0.0 -0.155
H -2.7755 -0.4206 0.4858 -0.5 0.1 -0.5 0.279
O -1.7621 1.1225 -3.1533 0.9 0.5 1.5 -0.723
Cl -1.9652 4.6826 4.1317 0.0 0.1 0.0 -0.126
B -1.6862 0.8279 -1.7899 -1.1 0.5 -0.8 0.538
H -4.8537 0.3665 -3.2652 0.1 -0.1 -0.1 -0.075
H -1.4189 4.2144 6.3742 0.1 -0.1 -0.1 0.325
H -5.1543 0.4648 0.5040 0.1 -0.3 -0.5 0.129
C 8.6869 -2.9456 -1.6825 -0.3 0.1 -0.1 0.430
H -10.3301 3.5688 5.9148 0.1 -0.1 0.1 0.320
Cl 8.9025 -1.1920 -1.8330 0.1 0.0 0.0 -0.223
C 2.1273 3.7268 2.9098 -0.1 -0.1 -0.2 0.077
C -0.1472 0.9903 0.2167 0.2 -1.8 -4.2 -0.333
C -0.4912 -1.9073 -0.1038 2.0 2.8 -4.2 0.142
C -3.3201 -0.2784 -0.4782 0.2 -0.7 1.3 0.111
I 2.2898 -1.2768 -0.9697 -0.8 -0.4 0.0 0.228
H -6.8810 5.0756 2.6348 -0.1 -0.1 0.1 0.145
H -5.2106 0.6650 -4.9821 0.0 -0.1 0.0 0.343
O -0.0277 -1.0992 -3.8982 -0.6 0.5 1.1 -0.841
C 12.4685 -4.2504 -0.8323 0.1 0.1 0.0 -0.262
H -3.1539 3.9995 6.0451 0.0 -0.1 -0.1 0.330
C -0.2297 0.4183 -1.1964 -0.2 0.2 1.3 0.524
Cl 1.6677 3.4064 4.5850 0.0 -0.1 0.0 -0.143
Cl -3.5213 -0.9490 -4.6928 0.0 -0.2 -0.2 -0.144
N -0.0136 1.5344 1.1941 0.2 1.3 2.6 -0.450
C -4.8436 -0.3034 -0.2267 0.7 0.0 -0.4 -0.972
H -0.8597 1.3808 -3.4066 -0.4 -0.3 -0.5 0.325
H -5.0974 -1.3025 0.1872 0.1 0.6 -0.3 0.329
Cl -8.0590 4.1834 6.0422 0.0 0.1 0.0 -0.145
Cl 8.2066 -3.3951 -0.0411 0.0 0.0 0.0 -0.156
H 6.6361 -6.8015 -2.2431 0.0 0.0 -0.1 0.329
Cl 8.7117 -7.5735 -3.0407 0.0 0.0 0.1 -0.151
H 12.5745 -3.8226 0.1597 0.0 -0.1 0.0 0.318
H -4.0263 1.8815 2.6811 -0.1 0.0 0.0 0.215
H -7.4141 5.5140 0.9949 -0.1 0.0 0.0 0.328
C -2.1494 3.8317 5.6680 -0.1 0.2 0.1 -0.359
Cl -8.4454 3.5449 1.7706 0.1 0.0 -0.1 -0.120
H -5.3517 -0.1636 -1.2010 0.0 -0.1 0.7 0.142
B -0.1588 -1.7949 -2.6909 -0.1 -1.3 -0.7 1.020
H 0.3841 -3.7272 -2.7686 -0.4 -0.3 0.5 0.216
H -3.0243 -1.1577 -1.1016 -0.3 0.6 0.2 0.134
Cl 4.4190 0.4889 -2.6075 0.6 0.4 -0.3 -0.158
Cl -5.0084 -0.1103 3.4645 0.0 -0.1 0.0 -0.188
Cl 2.3856 5.4546 2.6280 0.0 0.0 -0.1 -0.176
Cl -6.3778 -1.1990 -4.1434 0.0 0.1 0.0 -0.158
H -0.9934 -3.4562 -3.5851 0.2 0.0 0.1 0.237
C 7.6070 -6.3472 -2.4139 0.0 -0.1 0.2 -0.067
Cl -8.8979 6.2946 2.6495 0.0 0.1 0.0 -0.163
Cl -1.8944 2.0928 5.4700 0.9 0.2 0.8 -0.203
H 1.3322 3.3777 2.2572 0.0 0.1 0.1 -0.052
Cl 7.4157 -5.0058 -3.5542 -0.4 -0.7 -0.5 -0.168
H -3.4700 1.4610 4.3244 -0.9 -0.1 -0.5 -0.309
H 3.0473 3.1939 2.6913 0.0 0.1 0.1 0.302
C -9.4895 3.5353 5.2288 -0.2 0.0 -0.1 -0.091
H 9.6260 -3.4335 -1.9197 0.0 0.1 0.1 0.111
H 8.0044 -5.9590 -1.4800 0.0 0.0 -0.1 0.061
C 0.1053 -1.1149 -1.2521 0.3 0.0 1.4 -0.426

16
Properties=species:S:1:pos:R:3:forces:R:3:mulliken_charge:R:1 method="wB97M-V/def2-TZVPD" e_lumo_ev=0.86 gap_ev=9.80 charge=0 homo_ev=-8.95 de_lowest_kcal_mol=26.3 smiles="NCNC(=O)CN"
H 0.5111 0.4332 3.3827 0.0 0.4 0.3 0.189
N 0.2273 -1.1570 -2.4424 -0.2 0.5 0.1 -0.601
H -1.8862 -0.8678 -2.1567 0.2 0.1 -0.4 0.361
H 0.2496 -0.3931 -3.1069 0.3 0.0 -0.1 0.262
H -0.2204 1.7964 1.5565 0.0 0.2 -0.3 0.283
H 2.0156 0.5413 2.5780 0.6 0.0 0.7 0.189
C -0.9547 -0.9676 -1.6106 -0.1 -0.5 1.9 -0.619
H 1.0446 -1.0649 -1.8379 -0.1 -0.1 -0.3 0.267
H 1.3515 1.3730 0.7546 0.0 0.6 -0.3 0.290
O -1.2781 1.3003 -0.9479 0.4 0.7 0.4 -0.567
H -1.0459 -1.8571 -0.9694 -0.1 -0.1 -0.3 0.310
N -0.0794 -0.0713 0.5157 -0.8 0.3 -0.5 -0.291
C 0.5041 1.0188 1.3185 -0.5 -1.2 1.2 -0.305
C -0.8364 0.2254 -0.6241 0.0 -0.5 -1.3 0.444
H -0.6379 -0.7288 1.0546 0.7 -0.2 0.2 0.260
N 1.0352 0.4191 2.5352 -0.3 0.0 -1.3 -0.471

19
Properties=species:S:1:pos:R:3:forces:R:3:mulliken_charge:R:1 method="wB97M-V/def2-TZVPD" e_lumo_ev=-11.10 gap_ev=6.90 charge=+2 homo_ev=-18.00 de_lowest_kcal_mol=53.2
H -0.1110 -2.3847 -1.7351 -2.3 -2.6 -0.3 0.379
C -0.2770 2.0333 3.1001 -3.3 -3.8 -1.7 -0.138
N -1.2560 1.2941 3.2952 1.5 0.9 0.5 -0.282
C -0.8627 1.2182 1.8342 0.9 1.4 -1.6 -0.186
H -1.4822 1.8262 1.1564 0.2 -0.4 0.4 0.380
C -0.1678 -0.4651 -2.2606 -0.2 -0.1 0.3 0.043
C 0.5648 -1.6200 -1.7993 2.9 2.8 0.7 -0.674
N 0.1244 -0.1348 0.0011 -0.8 1.8 -1.1 0.073
H 0.8664 -2.0184 0.3901 -0.4 -1.0 0.3 0.495
H -0.4600 -0.3230 -3.3046 -0.1 0.1 0.2 0.432
H 0.5863 2.5391 3.3336 1.5 1.6 0.8 0.357
H 1.3625 -1.9437 -2.5059 -0.5 0.1 0.4 0.469
H -0.3585 1.4461 -1.6083 1.1 1.4 0.5 0.427
C -0.5080 0.4694 -1.1908 -0.2 -2.3 -0.9 -0.547
C 1.0000 -1.2582 -0.3392 -0.1 0.0 -1.2 -0.761
C -0.0272 0.2226 1.2387 -0.4 -0.4 2.2 0.273
H -1.6082 0.5320 -1.2077 -0.4 -0.4 0.4 0.447
H 2.0261 -0.9799 -0.2439 0.8 0.4 -0.4 0.395
H 0.5881 -0.4532 1.8461 -0.4 0.6 0.5 0.419

7
Properties=species:S:1:pos:R:3:forces:R:3:mulliken_charge:R:1 method="wB97M-V/def2-TZVPD" e_lumo_ev=-0.14 gap_ev=9.89 charge=0 homo_ev=-10.03 de_lowest_kcal_mol=34.7
H -2.2951 -0.3186 -0.2677 5.4 -1.2 -0.2 0.424
O -1.1329 -0.6686 -0.2994 -6.6 -1.5 -0.1 -0.517
H 1.1900 -0.9011 1.0352 0.1 0.8 -1.4 0.225
C 1.1453 -0.1560 0.1211 -3.6 -2.2 3.3 0.051
O -0.6327 1.4513 -0.0558 -0.5 2.1 0.2 -0.493
C -0.3416 0.3110 -0.1227 2.3 0.5 0.1 0.649
O 2.0670 0.2820 -0.4107 2.9 1.3 -1.9 -0.340